# 1
Computed, not measured: CH2ClI in the gas phase in a non-equilibrium geometry, with ωB97M-V/def2-TZVPD.

ORCA input file:
```
! wB97M-V def2-TZVPD RIJCOSX def2/J DEFGRID3
* xyz 0 1
Cl -0.010 2.141 -0.001
C 0.375 0.424 0.022
I 2.506 -0.013 -0.002
H 0.105 0.013 -0.981
H 0.114 -0.277 0.885
*
```

Output
- Maximum force: 2.2 eV Å⁻¹
- Highest occupied orbital energy: -9.73 eV
- M: 176.38 g/mol
- LUMO level: 0.077 eV
- Energy above the lowest of the compared OMol25 structures with the same formula, charge and spin: 0.00 kcal per mole



# 2
Computed, not measured: 2 unconnected molecules or ions with the total composition CH2ClN2O2 in a non-equilibrium geometry, with ωB97M-V/def2-TZVPD.

ORCA input file:
```
! wB97M-V def2-TZVPD RIJCOSX def2/J DEFGRID3
* xyz -1 1
C -0.810 0.390 0.245
N 0.407 0.655 -0.243
N 1.368 -0.181 -0.160
O 1.213 -1.337 0.277
O 2.468 0.277 -0.537
Cl -1.975 1.483 -0.110
H -1.136 -0.134 1.235
H -1.536 -1.152 -0.706
*
```

Output
- Maximum force: 5.8 eV Å⁻¹
- Highest occupied orbital energy (alpha / beta): -3.51 / -3.51 eV
- M: 109.49 g/mol
- LUMO level (alpha / beta): 3.617 / 3.617 eV
- Energy above the lowest of the compared OMol25 structures with the same formula, charge and spin: 88.26 kcal per mole



# 3
Computed, not measured: 2 unconnected molecules or ions with the total composition CH2ClN2O2 in a non-equilibrium geometry, with ωB97M-V/def2-TZVPD.

ORCA input file:
```
! wB97M-V def2-TZVPD RIJCOSX def2/J DEFGRID3
* xyz -1 1
C 2.179 -0.097 -0.650
N -0.969 -0.095 -0.783
N -1.478 -0.027 0.374
O -0.842 -0.405 1.392
O -2.669 0.299 0.483
Cl 2.199 0.346 1.015
H 1.586 0.580 -1.240
H -0.005 -0.600 -0.591
*
```

Output
- Maximum force: 3.6 eV Å⁻¹
- Highest occupied orbital energy: -4.23 eV
- M: 109.49 g/mol
- LUMO level: 2.425 eV
- Energy above the lowest of the compared OMol25 structures with the same formula, charge and spin: 108.62 kcal per mole



# 4
Computed, not measured: CH2ClNO2 in the gas phase in a non-equilibrium geometry, with ωB97M-V/def2-TZVPD.

ORCA input file:
```
! wB97M-V def2-TZVPD RIJCOSX def2/J DEFGRID3
* xyz 0 1
N -0.104 -0.699 -1.083
O 0.544 -0.158 0.053
C -0.255 0.533 1.037
O -1.410 0.848 1.081
Cl 0.885 1.138 2.229
H 0.337 -1.612 -1.382
H 0.002 -0.050 -1.935
*
```

Output
- Maximum force: 2.5 eV Å⁻¹
- Highest occupied orbital energy: -10.42 eV
- M: 95.48 g/mol
- LUMO level: 0.673 eV
- Energy above the lowest of the compared OMol25 structures with the same formula, charge and spin: 33.96 kcal per mole



# 5
Computed, not measured: CH2ClNO2 in the gas phase in a non-equilibrium geometry, with ωB97M-V/def2-TZVPD.

ORCA input file:
```
! wB97M-V def2-TZVPD RIJCOSX def2/J DEFGRID3
* xyz 0 1
O 2.098 -0.600 0.852
N 1.059 -0.751 1.495
O 0.722 -0.561 2.603
C -0.162 -1.497 0.546
Cl -1.669 -0.720 0.587
H 0.424 -1.606 -0.366
H -0.240 -2.603 0.979
*
```

Output
- Maximum force: 5.2 eV Å⁻¹
- Highest occupied orbital energy: -10.68 eV
- M: 95.48 g/mol
- LUMO level: 0.270 eV
- Energy above the lowest of the compared OMol25 structures with the same formula, charge and spin: 75.84 kcal per mole



# 6
Computed, not measured: 2 unconnected molecules or ions with the total composition CH2ClNO2, with ωB97M-V/def2-TZVPD.

ORCA input file:
```
! wB97M-V def2-TZVPD RIJCOSX def2/J DEFGRID3
* xyz 0 1
C -1.618 -0.267 0.056
N 2.216 0.212 0.293
O 3.284 -0.289 0.118
O 1.375 0.637 -0.448
Cl -2.798 0.897 0.058
H -1.836 -1.211 -0.407
H -0.623 0.022 0.330
*
```

Output
- Maximum force: 1.0 eV Å⁻¹
- Highest occupied orbital energy (alpha / beta): -11.01 / -8.22 eV
- M: 95.48 g/mol
- LUMO level (alpha / beta): -0.252 / -2.115 eV
- Energy above the lowest of the compared OMol25 structures with the same formula, charge and spin: 116.64 kcal per mole